The following is a DFT calculation (ωB97M-V/def2-TZVPD) of a structure of composition C22H19BrCuN4O4 in a non-equilibrium geometry.

Calculated values
highest occupied orbital energy (alpha / beta): -7.997 / -7.996 eV
gap between HOMO and LUMO (alpha / beta): 7.373 / 7.345 eV
expectation value of S²: 0.75
LUMO (alpha / beta): -0.023 / -0.024 hartree
molecular weight: 546.9 u

```
! RIJCOSX wB97M-V def2-TZVPD def2/J DEFGRID3
* xyz 0 2
Br 16.961 14.962 5.316
Cu 13.896 14.719 6.209
O 12.905 12.955 5.894
O 14.989 13.584 7.226
O 9.965 15.727 6.865
O 12.385 15.835 5.820
N 14.644 12.305 7.245
N 14.770 16.574 6.717
N 13.685 17.177 7.330
N 13.630 12.020 6.554
C 15.852 17.276 6.715
C 12.607 17.120 6.271
C 17.453 19.758 5.533
C 14.059 8.339 6.637
C 19.468 20.631 7.206
C 18.169 17.432 5.815
C 14.332 9.711 6.687
C 10.292 19.882 7.444
C 11.299 17.809 6.734
C 18.597 21.590 6.589
C 17.631 21.165 5.701
C 10.131 17.103 7.017
C 12.208 10.230 5.635
C 13.404 10.594 6.307
C 19.325 19.302 6.984
C 11.977 8.855 5.496
C 18.261 18.860 6.178
C 9.109 19.137 7.733
C 8.996 17.768 7.505
C 11.354 19.166 6.923
C 12.890 7.864 6.029
C 17.071 16.742 6.082
H 11.035 8.593 4.984
H 11.571 11.010 5.246
H 10.342 20.986 7.563
H 20.339 21.053 7.734
H 12.329 19.612 6.730
H 12.687 6.758 5.927
H 20.010 18.491 7.333
H 14.821 7.712 7.069
H 8.250 19.651 8.117
H 15.868 18.277 7.135
H 8.030 17.263 7.620
H 15.256 10.006 7.196
H 10.898 15.460 6.566
H 17.138 21.971 5.139
H 12.966 17.723 5.489
H 13.844 18.161 7.505
H 16.825 19.387 4.714
H 18.861 22.654 6.683
H 19.096 16.871 5.540
*
```

The following is a DFT calculation (ωB97M-V/def2-TZVPD) of the molecule C3H6O2.

Calculated values
SMILES: C[C@H](O)C=O
highest occupied orbital energy: -10.290 eV
gap between HOMO and LUMO: 11.028 eV
energy relative to the best compared isomer or geometry (same formula, charge and spin): 21.87 kcal per mole
LUMO: 0.027 hartree
molecular weight: 74.1 u

```
! RIJCOSX wB97M-V def2-TZVPD def2/J DEFGRID3
* xyz 0 1
O 0.298 0.496 1.493
O 2.173 0.748 -0.339
C -1.320 -0.114 -0.174
C 1.199 0.119 -0.682
C 0.118 -0.243 0.319
H -1.611 0.929 -0.332
H -1.976 -0.532 0.594
H 1.112 -0.286 -1.711
H -1.482 -0.680 -1.098
H 1.188 0.886 1.432
H 0.301 -1.323 0.496
*
```

The following is a DFT calculation (ωB97M-V/def2-TZVPD) of the molecule C2H6 in a non-equilibrium geometry.

Calculated values
SMILES: CC
highest occupied orbital energy: -11.631 eV
gap between HOMO and LUMO: 12.982 eV
energy relative to the best compared isomer or geometry (same formula, charge and spin): 20.54 kcal per mole
LUMO: 0.050 hartree
molecular weight: 30.1 u

```
! RIJCOSX wB97M-V def2-TZVPD def2/J DEFGRID3
* xyz 0 1
C 0.711 -0.383 -0.366
C -0.703 0.389 0.371
H -0.665 0.277 1.402
H -1.624 -0.117 -0.010
H 0.860 -1.317 0.071
H 0.540 -0.517 -1.439
H -0.776 1.403 0.158
H 1.585 0.109 -0.277
*
```

The following is a DFT calculation (ωB97M-V/def2-TZVPD) of a cluster of 14 separate species, C22H72N4O14 in total in a non-equilibrium geometry.

Calculated values
highest occupied orbital energy: -8.426 eV
gap between HOMO and LUMO: 8.058 eV
energy relative to the best compared isomer or geometry (same formula, charge and spin): 30.51 kcal per mole
LUMO: -0.014 hartree
molecular weight: 616.8 u

```
! RIJCOSX wB97M-V def2-TZVPD def2/J DEFGRID3
* xyz 0 1
O 0.170 -7.233 8.439
O -2.537 -6.751 0.179
O 2.999 -10.014 4.656
O 7.185 -6.637 2.465
O -2.873 -4.938 2.425
O 0.296 -10.732 1.549
O 3.364 -6.803 6.087
O 3.532 -3.107 0.564
O 0.176 -9.216 -0.881
O 3.378 -5.516 -0.997
O -1.850 -9.178 1.183
O 0.715 -8.296 3.754
O -1.180 -10.250 4.110
O 0.916 -3.614 4.269
N 1.519 -8.584 6.910
N 2.362 -12.008 1.656
N 1.138 -11.690 3.555
N 0.186 -7.021 6.095
C 2.894 -5.965 5.070
C -3.508 -5.754 3.357
C 1.251 -11.486 2.218
C -1.710 -11.471 4.758
C 5.781 -6.641 2.759
C -1.538 -9.112 -2.435
C 4.970 -6.957 1.510
C -2.751 -7.006 3.633
C -3.288 -10.740 1.944
C 3.507 -9.321 3.520
C -4.353 -5.401 -0.448
C -1.021 -11.525 6.163
C -3.929 -6.775 -0.034
C 1.075 -5.753 -0.328
C 3.212 -3.554 1.841
C 0.715 -7.616 2.458
C -0.049 -8.935 -2.230
C 2.365 -6.474 -0.854
C -2.827 -10.056 0.736
C 0.056 -4.447 3.549
C 4.224 -3.051 2.900
C 0.679 -7.613 7.180
H -4.176 -11.342 1.789
H 0.658 -7.328 5.208
H -2.213 -8.464 -1.877
H 5.182 -3.534 2.659
H -0.474 -6.239 6.064
H 0.057 -11.364 5.992
H 7.323 -7.286 1.795
H 3.777 -5.701 4.490
H -1.393 -12.391 4.256
H 1.087 -9.208 -0.687
H 1.514 -6.854 2.386
H 5.189 -6.241 0.739
H 0.566 -9.545 -2.870
H 1.398 -5.245 0.645
H 4.515 -9.559 3.319
H -3.436 -7.630 4.178
H 5.602 -7.278 3.652
H 1.737 -12.362 4.074
H 3.779 -3.869 0.062
H 1.716 -8.935 5.967
H -1.013 -9.615 1.191
H 1.945 -9.165 7.711
H -4.256 -5.225 -1.479
H -3.527 -10.130 2.786
H 0.150 -9.065 3.786
H -2.972 -5.459 1.635
H 0.219 -5.485 3.810
H 2.222 -11.913 0.621
H 0.295 -6.424 -0.051
H 2.542 -10.742 4.299
H 0.259 -11.320 3.968
H 2.708 -7.406 6.443
H 2.720 -12.958 1.948
H 3.173 -4.932 -1.694
H -3.705 -4.705 -0.007
H 2.076 -6.326 4.450
H -5.366 -5.092 -0.141
H 3.942 -3.375 3.949
H -2.795 -11.395 4.821
H 2.654 -7.149 -0.033
H -0.894 -4.127 3.976
H -1.800 -10.027 3.415
H -2.548 -7.500 2.673
H -0.264 -7.209 2.253
H 5.216 -7.914 1.087
H 2.437 -5.143 5.593
H 3.435 -8.237 3.695
H -1.210 -12.391 6.868
H 5.445 -5.609 3.056
H 0.097 -4.286 2.486
H 2.870 -9.393 2.697
H 0.544 -2.701 4.319
H -4.524 -6.104 3.010
H -1.854 -10.106 -2.142
H 0.933 -8.398 1.659
H -2.267 -7.692 0.387
H -2.506 -10.756 -0.016
H -1.865 -8.984 -3.431
H -4.398 -7.107 0.938
H 0.207 -7.888 -2.474
H -3.626 -5.244 4.281
H 3.202 -4.689 1.772
H 2.190 -7.036 -1.761
H -3.612 -9.361 0.413
H -1.889 -6.715 4.163
H 3.880 -6.914 1.832
H 4.370 -1.941 2.923
H -2.519 -11.415 2.290
H -4.314 -7.528 -0.737
H 0.701 -5.005 -1.046
H -1.103 -10.595 6.824
H 2.230 -3.173 2.121
*
```

The following is a DFT calculation (ωB97M-V/def2-TZVPD) of a cluster of 3 separate species, C2H7O4 in total in a non-equilibrium geometry.

Calculated values
highest occupied orbital energy: -4.293 eV
gap between HOMO and LUMO: 8.353 eV
energy relative to the best compared isomer or geometry (same formula, charge and spin): 14.26 kcal per mole
LUMO: 0.149 hartree
molecular weight: 95.1 u

```
! RIJCOSX wB97M-V def2-TZVPD def2/J DEFGRID3
* xyz -1 1
O 2.005 1.175 -1.131
O -0.731 -1.488 0.700
O -2.753 -0.667 0.412
O 1.426 -1.575 -0.660
C -1.129 1.013 0.587
C -1.524 -0.511 0.541
H 2.104 0.205 -1.089
H 2.012 1.518 -0.234
H -1.881 1.712 0.189
H -1.034 1.168 1.657
H 1.179 -2.499 -0.799
H 0.520 -1.335 -0.250
H -0.193 1.283 0.077
*
```

The following is a DFT calculation (ωB97M-V/def2-TZVPD) of the ion C4H11N6O3 with charge +1 in a non-equilibrium geometry.

Calculated values
SMILES: NC(=O)NC(=O)N[C@H]([NH3+])NC(N)=O
highest occupied orbital energy: -13.856 eV
gap between HOMO and LUMO: 10.785 eV
energy relative to the best compared isomer or geometry (same formula, charge and spin): 0.00 kcal per mole
LUMO: -0.113 hartree
molecular weight: 191.2 u

```
! RIJCOSX wB97M-V def2-TZVPD def2/J DEFGRID3
* xyz 1 1
O 2.067 0.446 1.425
O -2.686 0.140 1.235
O 1.334 -2.946 0.498
N 0.128 -1.156 0.444
N 2.292 -0.929 -0.417
N -0.234 1.255 0.635
N -4.056 -0.139 -0.516
N -1.729 -0.072 -0.772
N 3.358 1.210 -0.182
C 2.524 0.301 0.307
C -0.281 0.186 -0.281
C 1.299 -1.755 0.215
C -2.826 -0.056 0.036
H 3.762 1.835 0.525
H -4.355 0.014 -1.451
H -4.897 -0.190 0.002
H -1.804 -0.302 -1.739
H -0.618 -1.868 0.281
H 0.775 1.015 1.188
H 3.140 -1.394 -0.736
H 3.823 0.805 -0.929
H 0.292 0.435 -1.119
H -1.117 1.062 1.277
H -0.191 2.102 0.075
*
```

E? In order: -151949.0315; -7302.7296; -2170.3584; -58601.4094; -10379.4424; -19403.8952 eV.